{
  "formula": "C19H19N3O8P2RhS",
  "method": "ωB97M-V with the def2-TZVPD basis set",
  "elements": ["Rh", "C", "C", "N", "C", "C", "C", "C", "C", "C", "C", "C", "C", "N", "C", "H", "H", "H", "H", "H", "H", "H", "H", "C", "C", "O", "P", "O", "O", "O", "P", "O", "O", "O", "H", "H", "H", "H", "H", "H", "H", "O", "N", "C", "C", "C", "C", "C", "S", "H", "H", "H", "H"],
  "positions_angstrom": [[0.066, 0.006, -0.118], [0.058, -2.799, 3.439], [0.077, -2.274, 2.143], [0.100, -0.978, 1.908], [0.125, -0.113, 2.944], [0.117, -0.550, 4.275], [0.077, -1.936, 4.504], [0.166, 0.413, 5.336], [0.236, 1.734, 5.070], [0.259, 2.212, 3.719], [0.362, 3.577, 3.393], [0.400, 3.958, 2.077], [0.326, 2.973, 1.085], [0.213, 1.694, 1.371], [0.191, 1.298, 2.660], [0.036, -3.870, 3.579], [0.078, -2.916, 1.272], [0.070, -2.310, 5.520], [0.155, 0.053, 6.357], [0.283, 2.459, 5.872], [0.418, 4.313, 4.185], [0.490, 4.995, 1.791], [0.364, 3.224, 0.033], [3.226, -0.685, -3.114], [3.520, -0.398, -1.655], [4.936, -0.415, -1.473], [2.808, -1.672, -0.567], [3.272, -1.305, 0.884], [3.530, -3.027, -0.913], [1.315, -1.797, -0.724], [2.849, 1.204, -1.064], [3.606, 2.262, -1.975], [3.254, 1.269, 0.379], [1.359, 1.293, -1.373], [3.682, -1.633, -3.400], [3.663, 0.104, -3.723], [2.153, -0.729, -3.297], [5.159, 0.046, -0.653], [3.325, -0.304, 0.961], [2.932, -3.765, -1.081], [3.041, 2.944, -2.355], [-2.019, 0.187, 0.430], [-2.975, 0.044, -0.454], [-4.255, 0.203, -0.024], [-5.298, 0.060, -0.886], [-5.039, -0.251, -2.230], [-3.746, -0.403, -2.646], [-2.676, -0.253, -1.744], [-1.039, -0.419, -2.183], [-4.333, 0.439, 1.026], [-6.306, 0.189, -0.522], [-5.856, -0.368, -2.928], [-3.499, -0.640, -3.671]],
  "forces_ev_per_a": [[-0.262, -0.051, -0.243], [-0.001, 0.020, 0.033], [-0.024, -0.002, -0.012], [0.107, -0.011, -0.027], [-0.020, -0.051, 0.131], [0.005, 0.011, -0.110], [-0.001, -0.036, -0.073], [0.004, 0.089, 0.040], [-0.004, -0.064, 0.069], [-0.002, -0.057, -0.096], [0.000, 0.006, -0.083], [-0.004, -0.009, 0.038], [-0.018, 0.011, -0.010], [0.082, -0.002, -0.051], [-0.005, 0.101, 0.103], [-0.001, -0.006, 0.007], [0.009, -0.002, 0.001], [0.001, 0.002, 0.013], [0.002, 0.010, 0.005], [0.001, -0.008, 0.008], [0.003, 0.001, 0.014], [0.000, 0.009, 0.006], [0.006, 0.004, 0.001], [-0.024, -0.033, -0.040], [0.206, 0.014, 0.007], [-0.079, 0.009, -0.012], [0.007, -0.011, -0.015], [0.013, -0.059, -0.054], [0.032, -0.108, 0.096], [-0.002, 0.087, 0.128], [-0.100, 0.082, 0.010], [0.115, 0.099, 0.081], [-0.007, -0.007, -0.018], [0.069, -0.051, 0.106], [-0.005, 0.002, -0.015], [-0.005, 0.002, -0.006], [0.002, 0.003, -0.001], [0.023, -0.010, -0.004], [0.029, 0.042, 0.005], [-0.013, 0.025, -0.046], [-0.051, -0.055, -0.034], [-0.052, 0.016, 0.035], [0.037, 0.008, 0.058], [0.014, 0.014, 0.075], [0.025, -0.007, -0.042], [-0.021, 0.009, 0.042], [0.100, -0.012, -0.038], [-0.066, -0.018, -0.088], [-0.055, -0.004, 0.024], [-0.044, 0.000, -0.006], [-0.003, 0.003, 0.013], [0.002, -0.002, -0.016], [-0.029, -0.001, -0.009]],
  "e_lumo_ev": [-3.124, -5.312],
  "multiplicity": 5,
  "total_charge": 1,
  "orbital_gap_ev": [8.41, 6.49],
  "energy_ha": -2693.0548,
  "homo_energy_ev": [-11.5380, -11.8049]
}


{
  "formula": "C19H19NO5",
  "method": "ωB97M-V with the def2-TZVPD basis set",
  "elements": ["O", "C", "C", "O", "C", "C", "C", "C", "O", "C", "C", "C", "C", "C", "C", "C", "C", "C", "N", "C", "C", "C", "O", "C", "O", "H", "H", "H", "H", "H", "H", "H", "H", "H", "H", "H", "H", "H", "H", "H", "H", "H", "H", "H"],
  "positions_angstrom": [[0.612, -2.800, -4.079], [1.096, -1.737, -3.768], [0.832, -0.446, -4.550], [1.081, 0.726, -3.818], [0.348, 0.932, -2.662], [0.733, 2.025, -1.887], [0.120, 2.272, -0.681], [-0.892, 1.430, -0.213], [-1.403, 1.736, 1.008], [-2.309, 0.825, 1.605], [-2.548, 1.260, 3.026], [-1.465, 1.517, 3.857], [-1.667, 1.916, 5.165], [-2.954, 2.055, 5.659], [-4.037, 1.798, 4.836], [-3.835, 1.407, 3.523], [-1.299, 0.365, -1.006], [-0.682, 0.118, -2.222], [1.949, -1.572, -2.729], [2.158, -2.596, -1.734], [3.635, -2.873, -1.455], [3.929, -1.972, -0.249], [2.683, -1.743, 0.397], [1.646, -2.078, -0.374], [0.507, -1.946, -0.041], [-0.193, -0.482, -4.940], [1.518, -0.409, -5.402], [1.525, 2.663, -2.248], [0.418, 3.108, -0.069], [-3.256, 0.807, 1.048], [-1.876, -0.187, 1.596], [-0.465, 1.407, 3.466], [-0.819, 2.116, 5.804], [-3.112, 2.364, 6.682], [-5.042, 1.908, 5.215], [-4.683, 1.214, 2.883], [-2.083, -0.301, -0.689], [-1.013, -0.732, -2.797], [2.265, -0.636, -2.520], [1.593, -3.470, -2.069], [3.775, -3.921, -1.192], [4.265, -2.635, -2.308], [4.342, -1.002, -0.549], [4.601, -2.431, 0.479]],
  "forces_ev_per_a": [[-0.249, -0.205, -0.187], [0.186, 0.354, -0.046], [-0.197, -0.165, -0.238], [0.078, 0.154, 0.198], [-0.171, 0.086, 0.119], [0.007, -0.177, -0.169], [-0.152, -0.117, 0.126], [0.094, -0.094, -0.336], [0.054, 0.162, 0.095], [-0.141, -0.250, 0.053], [-0.009, 0.047, -0.164], [-0.018, -0.020, -0.027], [0.100, -0.009, 0.015], [-0.083, 0.025, 0.066], [-0.076, 0.010, 0.111], [0.089, -0.060, -0.105], [-0.128, 0.245, 0.336], [0.212, 0.132, -0.365], [0.334, 0.176, 0.253], [0.106, -0.146, -0.041], [-0.092, 0.004, 0.105], [0.527, -0.024, -0.227], [-0.018, 0.156, 0.569], [-0.486, -0.312, -0.568], [0.027, -0.035, 0.119], [0.119, -0.065, 0.102], [-0.127, -0.072, 0.100], [0.095, 0.086, -0.031], [0.042, 0.106, 0.074], [0.114, -0.036, 0.055], [-0.053, 0.130, -0.086], [0.120, 0.001, -0.034], [0.067, 0.012, 0.046], [-0.013, 0.026, 0.075], [-0.074, 0.013, 0.029], [-0.074, -0.002, -0.084], [-0.061, -0.072, 0.087], [-0.029, -0.105, -0.063], [-0.134, -0.025, -0.112], [0.088, 0.152, 0.197], [0.011, -0.002, 0.018], [-0.002, -0.060, -0.019], [-0.026, -0.106, 0.052], [-0.058, 0.081, -0.097]],
  "de_lowest_ev": 0.498,
  "e_lumo_ev": 0.610,
  "smiles": "O=C(COc1ccc(OCc2ccccc2)cc1)N[C@H]1CCOC1=O",
  "orbital_gap_ev": 8.66,
  "energy_ha": -1166.3874,
  "homo_energy_ev": -8.0546
}


{
  "formula": "C19H20AuF5O2SSb",
  "method": "ωB97M-V with the def2-TZVPD basis set",
  "elements": ["Au", "F", "C", "C", "F", "C", "F", "C", "S", "C", "F", "C", "F", "C", "C", "C", "C", "C", "C", "C", "C", "C", "C", "O", "O", "H", "H", "H", "H", "H", "H", "H", "H", "H", "H", "H", "C", "Sb", "C", "C", "H", "H", "H", "H", "H", "H", "H", "H", "H"],
  "positions_angstrom": [[-1.494, -1.005, -0.267], [-5.811, -0.783, -5.781], [-5.053, -1.188, -4.775], [-4.146, -0.321, -4.193], [-4.028, 0.924, -4.641], [-3.357, -0.755, -3.143], [-2.500, 0.140, -2.613], [-3.440, -2.044, -2.636], [-2.482, -2.738, -1.316], [-4.362, -2.894, -3.244], [-4.482, -4.146, -2.805], [-5.161, -2.485, -4.295], [-6.025, -3.326, -4.843], [2.675, 3.492, 5.512], [2.107, 2.756, 4.336], [2.911, 2.387, 3.265], [2.422, 1.668, 2.186], [3.399, 1.347, 1.090], [1.053, 1.324, 2.170], [0.207, 1.721, 3.231], [-1.265, 1.414, 3.301], [0.763, 2.416, 4.295], [0.492, 0.508, 1.077], [1.284, -0.236, 0.385], [-0.747, 0.533, 0.855], [3.597, 4.009, 5.250], [2.903, 2.792, 6.318], [1.965, 4.220, 5.902], [3.956, 2.670, 3.271], [4.305, 1.929, 1.237], [3.001, 1.584, 0.105], [3.671, 0.291, 1.100], [-1.812, 1.872, 2.481], [-1.668, 1.792, 4.239], [-1.456, 0.340, 3.263], [0.121, 2.711, 5.116], [0.080, -1.477, -3.331], [0.927, -1.401, -1.390], [2.752, -0.476, -1.888], [1.345, -3.288, -0.589], [0.887, -1.868, -3.955], [-0.200, -0.483, -3.671], [-0.771, -2.149, -3.310], [3.193, -1.050, -2.706], [3.400, -0.485, -1.022], [2.586, 0.547, -2.218], [2.358, -3.566, -0.875], [0.622, -4.004, -0.972], [1.275, -3.218, 0.494]],
  "forces_ev_per_a": [[-0.404, 0.028, -0.180], [-0.008, 0.002, -0.011], [0.010, -0.025, 0.025], [0.000, -0.033, 0.012], [0.000, 0.021, -0.012], [-0.099, -0.055, -0.006], [0.026, 0.064, -0.020], [0.034, 0.014, -0.019], [-0.058, -0.171, 0.145], [0.038, 0.026, -0.006], [0.000, -0.002, -0.004], [0.017, 0.037, 0.005], [-0.008, 0.001, -0.009], [0.007, 0.008, 0.004], [0.065, 0.009, -0.017], [-0.026, -0.004, 0.007], [0.003, 0.075, 0.113], [0.046, -0.002, -0.066], [0.017, -0.122, -0.112], [-0.028, -0.006, 0.023], [-0.057, 0.018, 0.119], [-0.082, -0.012, -0.068], [0.076, 0.291, 0.281], [-0.095, -0.224, -0.172], [0.101, -0.150, -0.085], [0.000, -0.001, 0.000], [-0.001, -0.001, -0.004], [-0.002, 0.000, 0.002], [0.007, 0.001, -0.004], [0.021, -0.008, -0.016], [0.010, 0.004, 0.011], [-0.001, 0.004, 0.003], [-0.017, 0.026, 0.033], [0.007, -0.016, 0.014], [-0.009, 0.017, -0.019], [-0.014, -0.009, -0.008], [0.030, -0.059, -0.068], [0.494, 0.403, 0.252], [0.013, -0.233, -0.251], [-0.082, -0.040, 0.021], [-0.006, 0.032, -0.006], [-0.025, 0.026, 0.068], [-0.018, 0.009, -0.020], [0.023, 0.052, -0.007], [0.079, -0.009, 0.050], [-0.065, 0.002, 0.014], [0.004, 0.013, -0.025], [-0.013, -0.002, 0.016], [-0.011, 0.000, -0.004]],
  "de_lowest_ev": 0.335,
  "e_lumo_ev": -5.168,
  "total_charge": 1,
  "orbital_gap_ev": 6.25,
  "energy_ha": -2159.6728,
  "homo_energy_ev": -11.4204
}


Question: What is the formula in the second record?
Answer: C19H19NO5


Question: Which formula does entry 2 have?
Answer: C19H19NO5


Question: What is the formula in the third record?
Answer: C19H20AuF5O2SSb